No. 1
Entry from the OMol25 dataset: C33H28CeN3O10PS2Se as an isolated structure at a distorted geometry (ωB97M-V with the def2-TZVPD basis set).

Properties
- Kohn-Sham gap: 0.1979 Ha
- Lowest unoccupied orbital energy: -2.73 eV

Atoms and positions in Å:
Ce: 0.03373 0.40862 -1.08147
O: 0.49529 0.70306 1.06185
S: 1.92926 0.22710 1.09203
O: 2.84207 1.11308 1.71008
O: 2.21162 -0.07204 -0.36139
C: 1.91620 -1.28793 1.95704
C: 2.68656 -1.34557 3.11376
C: 2.70087 -2.52507 3.84056
C: 1.96514 -3.61682 3.40605
C: 1.21230 -3.54652 2.24071
C: 1.16761 -2.37795 1.49377
P: 0.33231 -2.31473 -0.14067
C: 1.46303 -3.41094 -1.08979
C: 1.30991 -4.79416 -0.97183
C: 2.18578 -5.65801 -1.61059
C: 3.22762 -5.15029 -2.37586
C: 3.38453 -3.77781 -2.50187
C: 2.50513 -2.91217 -1.86677
C: -1.18448 -3.28103 0.02575
C: -1.76566 -3.80154 -1.13055
C: -2.97951 -4.46575 -1.05594
C: -3.62485 -4.60912 0.16803
C: -3.05534 -4.08703 1.32021
C: -1.83640 -3.42324 1.24879
H: 3.25121 -0.48043 3.43049
H: 3.29144 -2.59061 4.74459
H: 1.98090 -4.54006 3.97200
H: 0.66063 -4.41717 1.90905
H: 0.48973 -5.20948 -0.39765
H: 2.04786 -6.72753 -1.51319
H: 3.91058 -5.82366 -2.87759
H: 4.18735 -3.37370 -3.10518
H: 2.64506 -1.84991 -1.98876
H: -1.27209 -3.69292 -2.08912
H: -3.42478 -4.86416 -1.95854
H: -4.57307 -5.12762 0.22195
H: -3.55284 -4.19662 2.27511
H: -1.39872 -3.01710 2.15289
N: -2.16005 -0.27142 0.82720
C: -2.36079 0.90633 1.57866
C: -2.72534 0.88077 2.89220
C: -2.85147 2.08155 3.63230
C: -2.63677 3.28925 3.03628
C: -2.27565 3.33783 1.66403
C: -2.08577 4.55240 0.95598
C: -1.82009 4.53009 -0.38399
C: -1.62562 3.29127 -0.99657
N: -1.71437 2.12953 -0.36613
C: -2.11266 2.14445 0.94859
H: -2.43834 -1.11590 1.30318
H: -2.51537 -0.27799 -0.11768
H: -2.92491 -0.07279 3.37033
H: -3.13536 2.03002 4.67504
H: -2.73738 4.21714 3.58567
H: -2.14013 5.50308 1.47514
H: -1.70202 5.45003 -0.94271
H: -1.40009 3.23025 -2.05257
O: -0.91184 1.11758 -3.14097
Se: -1.17493 -0.53223 -3.29248
O: -1.82727 -1.08279 -4.64118
O: -1.95556 -0.85236 -1.85471
O: 0.36244 -1.09678 -2.90234
N: 1.78432 1.70011 -2.50383
C: 1.61650 3.03477 -1.97681
C: 1.96386 3.29375 -0.66030
C: 1.68506 4.53703 -0.10563
C: 1.06757 5.52146 -0.86488
C: 0.80115 5.27252 -2.21752
C: 1.06267 4.03337 -2.76705
S: 0.51385 7.04883 -0.08605
O: 0.18813 6.60621 1.26082
O: -0.65022 7.40137 -0.88304
O: 1.63645 7.94304 -0.19302
H: 1.61270 1.66068 -3.50089
H: 2.69439 1.31248 -2.28205
H: 2.48425 2.55513 -0.06912
H: 1.90544 4.73352 0.93681
H: 0.32975 6.05031 -2.80701
H: 0.80750 3.82295 -3.80163

Forces on atoms 1 to 6 (eV/Å):
Ce -0.8 1.2 -0.1
O 1.0 0.0 0.9
S -0.1 0.0 -0.3
O 0.3 0.2 0.2
O 0.2 0.1 0.9
C 0.0 -0.3 0.2



No. 2
Entry from the OMol25 dataset: C33H28Cl5CrN4O7 as an isolated structure at a distorted geometry (ωB97M-V with the def2-TZVPD basis set).

Properties
- 2S+1: 4
- Kohn-Sham gap (alpha / beta): 0.2152 / 0.2196 Ha
- Lowest unoccupied orbital energy (alpha / beta): -1.05 / -1.05 eV

Atoms and positions in Å:
Cr: 0.27758 0.61843 0.55921
C: -0.56204 4.62360 2.23116
O: 0.79485 5.03737 2.12468
C: 1.82890 4.14017 2.15333
C: 3.06944 4.70351 2.38243
C: 4.22358 3.92423 2.44368
C: 4.12951 2.56820 2.27007
C: 2.89818 1.96117 1.97106
C: 2.91350 0.55803 1.67955
N: 1.96831 -0.10197 1.09979
N: 2.22337 -1.41713 0.77224
C: 1.28558 -1.85078 -0.01897
O: 0.30413 -1.10161 -0.42159
C: 1.32324 -3.24103 -0.51960
C: 2.51177 -3.86875 -0.87600
C: 2.48993 -5.17055 -1.35363
C: 1.28782 -5.85710 -1.45584
C: 0.09946 -5.23239 -1.09857
C: 0.11385 -3.92249 -0.64666
C: 1.70973 2.74392 1.90126
O: 0.55923 2.21581 1.59130
H: -1.12389 5.53861 2.41606
H: -0.71271 3.93221 3.06050
H: -0.91873 4.16100 1.31341
H: 3.11309 5.77684 2.51510
H: 5.17792 4.39831 2.62862
H: 5.01809 1.94865 2.31301
H: 3.83311 0.01430 1.88072
H: 3.44318 -3.32571 -0.78146
H: 3.41396 -5.65013 -1.65079
H: 1.27790 -6.88164 -1.80594
H: -0.84089 -5.76385 -1.17252
H: -0.80221 -3.41166 -0.37313
Cl: -1.64812 1.94030 -0.47564
C: -0.22164 2.63400 -1.19388
C: 0.90457 1.85021 -0.96620
C: 2.08547 2.36030 -1.49015
Cl: 3.53184 1.40564 -1.38095
C: 2.14769 3.59120 -2.14801
Cl: 3.64817 4.19560 -2.73697
C: 0.98727 4.34021 -2.33021
Cl: 1.04432 5.86210 -3.12964
C: -0.22629 3.84822 -1.84664
Cl: -1.68548 4.74041 -2.04477
O: -2.32287 -0.78400 0.65578
C: -1.88697 -0.68471 1.81169
O: -0.73862 -0.19808 2.12878
C: -2.76059 -1.10146 2.96391
C: -2.50091 -0.61676 4.23700
C: -3.34754 -0.90121 5.30939
C: -4.42207 -1.71414 5.05019
O: -5.38561 -2.15728 5.92108
C: -6.20997 -3.03850 5.17228
O: -5.83703 -2.95571 3.80643
C: -4.68676 -2.19973 3.77657
C: -3.88396 -1.89780 2.71004
H: -1.62353 -0.00276 4.38397
H: -3.18138 -0.49556 6.29763
H: -7.25730 -2.75187 5.29279
H: -6.06633 -4.06641 5.52987
H: -4.08989 -2.24303 1.70692
N: -0.21516 -1.09154 -5.58070
C: 1.15802 -1.06989 -4.97415
C: 1.19502 0.08165 -3.96151
N: 0.14761 -0.00813 -2.99049
C: -1.17322 -0.13939 -3.53297
C: -1.27766 -1.29318 -4.53815
H: -0.28138 -1.80355 -6.30435
H: -0.37334 -0.17659 -6.01012
H: 1.88997 -0.92333 -5.76833
H: 1.33153 -2.02564 -4.48140
H: 1.10064 1.02951 -4.51531
H: 2.16119 0.09561 -3.45921
H: 0.31754 -0.62986 -2.19937
H: -1.46106 0.79671 -4.03614
H: -1.87357 -0.30994 -2.71498
H: -2.24994 -1.31226 -5.03022
H: -1.09141 -2.24698 -4.04635

Forces on atoms 1 to 6 (eV/Å):
Cr -0.8 -0.1 0.6
C -0.1 0.0 0.1
O 0.1 -0.1 -0.2
C -0.1 0.1 0.0
C -0.1 -0.2 0.0
C 0.1 0.1 0.0



Result set for ΔE to the lowest compared entry with this formula, charge and spin: 0.00; 9.04 kcal/mol, one per record in the order listed.